Entry 1:
Density functional theory data (ωB97M-V/def2-TZVPD) for a structure of composition C5H12CeClISSi.

**2S+1**: 2
**E_HOMO (spin up / spin down)**: -19.6 / -19.6 eV
**Strongest force on any atom**: 3.39 eV/Å
**Frontier orbital gap (spin up / spin down)**: 5.35 / 5.81 eV
**Net charge**: +3
**LUMO (spin up / spin down)**: -14.28 / -13.82 eV

Structure (XYZ):
```
22
C5H12CeClISSi (ωB97M-V/def2-TZVPD)
C -1.277 -1.606 -1.259
C 0.214 -1.259 -1.340
Si 0.934 -0.910 0.447
S -0.290 -1.872 1.846
I 3.283 -1.870 0.487
C 1.080 0.938 0.682
C -0.088 1.755 0.074
C -1.261 1.839 1.022
Cl 0.558 3.385 -0.172
H -1.785 -0.859 -0.665
H -1.413 -2.562 -0.777
H -1.682 -1.676 -2.256
H 0.314 -0.409 -2.060
H 0.704 -2.161 -1.810
H -0.065 -1.025 2.870
H 2.025 1.321 0.301
H 1.111 1.139 1.747
H -0.399 1.383 -0.895
H -2.028 2.479 0.615
H -1.662 0.863 1.252
H -0.911 2.303 1.934
Ce 2.638 -1.193 -2.042
```

=====

Entry 2:
Density functional theory data (ωB97M-V/def2-TZVPD) for a structure of composition C5H12ClIrO2Pm.

**2S+1**: 9
**E_HOMO (spin up / spin down)**: -4.4 / -4.3 eV
**Energy above the lowest of the compared OMol25 structures with the same formula, charge and spin**: 4.1827 eV
**Strongest force on any atom**: 3.92 eV/Å
**Frontier orbital gap (spin up / spin down)**: 6.25 / 3.40 eV
**Net charge**: -1
**LUMO (spin up / spin down)**: 1.88 / -0.95 eV

Structure (XYZ):
```
22
C5H12ClIrO2Pm (ωB97M-V/def2-TZVPD)
Ir 0.288 -1.595 1.209
Cl 4.482 -0.143 2.444
C 1.257 0.139 1.640
H 1.036 -0.041 2.721
H 1.027 1.266 1.481
H 2.349 -0.067 1.474
Pm 0.358 0.354 -0.634
C -0.249 -0.513 -3.118
C 1.081 2.789 -0.921
C -1.665 1.313 0.390
H 0.581 3.328 -0.071
H 2.132 3.074 -0.840
H 0.732 3.348 -1.812
H -1.175 -0.902 -2.545
H -0.530 0.405 -3.699
H 0.272 -1.256 -3.734
H -1.537 1.545 1.567
H -2.637 0.548 0.458
O -2.507 -4.532 0.893
C -2.004 -3.406 1.028
O -0.658 -3.174 0.805
H -2.635 -2.480 1.266
```

=====

Entry 3:
Density functional theory data (ωB97M-V/def2-TZVPD) for a cluster of 2 separate species, C5H12ClN2O2P in total.

**E_HOMO (spin up / spin down)**: -8.2 / -8.2 eV
**Energy above the lowest of the compared OMol25 structures with the same formula, charge and spin**: 2.2061 eV
**Strongest force on any atom**: 6.47 eV/Å
**Frontier orbital gap (spin up / spin down)**: 7.76 / 7.75 eV
**LUMO (spin up / spin down)**: -0.44 / -0.44 eV

Structure (XYZ):
```
23
C5H12ClN2O2P (ωB97M-V/def2-TZVPD)
C -0.973 -1.937 1.190
C -1.914 -1.553 -0.079
C 0.333 -2.511 0.612
C 1.464 3.391 0.668
C 1.358 2.228 -0.307
N -1.120 -1.366 -1.304
N 0.188 1.487 -0.006
O 1.073 -0.616 -2.597
O 1.052 -1.597 -0.193
P 0.383 -0.635 -1.307
Cl -1.313 1.897 -0.449
H -0.894 -1.010 1.713
H -1.501 -2.731 1.746
H -2.740 -2.164 -0.342
H -2.368 -0.583 0.157
H 0.841 -3.115 1.432
H -0.047 -3.329 -0.013
H 0.678 4.118 0.486
H 1.401 3.016 1.664
H 2.396 3.939 0.505
H 1.189 2.569 -1.335
H 2.221 1.509 -0.204
H -1.707 -1.008 -2.036
```

=====

Entry 4:
Density functional theory data (ωB97M-V/def2-TZVPD) for a structure of composition C5H12CuO7.

**2S+1**: 2
**E_HOMO (spin up / spin down)**: -8.4 / -8.3 eV
**Strongest force on any atom**: 3.39 eV/Å
**Frontier orbital gap (spin up / spin down)**: 8.50 / 7.67 eV
**LUMO (spin up / spin down)**: 0.10 / -0.66 eV

Structure (XYZ):
```
25
C5H12CuO7 (ωB97M-V/def2-TZVPD)
Cu 0.581 -0.256 0.484
C 2.701 -1.565 1.605
O 2.817 -0.365 1.260
O 1.619 -2.131 1.526
O 3.643 -2.168 2.177
C -2.319 -0.668 1.510
C -1.994 0.817 1.886
O -0.608 0.939 2.352
O -1.675 -1.062 0.242
H -3.380 -0.865 1.361
H -2.099 -1.281 2.385
H -2.548 1.105 2.780
H -2.151 1.537 1.084
H -0.331 1.841 2.528
H -2.188 -1.766 -0.160
C 0.868 0.023 -2.974
C 0.178 1.144 -2.097
O 1.037 1.546 -0.965
O 1.141 -0.932 -2.029
H 1.755 0.339 -3.523
H 0.229 -0.344 -3.777
H -0.762 0.722 -1.742
H -0.047 2.027 -2.695
H 1.463 2.263 -1.440
H 2.066 -0.900 -1.775
```

=====

Entry 5:
Density functional theory data (ωB97M-V/def2-TZVPD) for a cluster of 2 separate species, C5H12FIN in total.

**E_HOMO**: -13.6 eV
**Energy above the lowest of the compared OMol25 structures with the same formula, charge and spin**: 3.4133 eV
**Strongest force on any atom**: 4.28 eV/Å
**Frontier orbital gap**: 6.75 eV
**Net charge**: +1
**LUMO**: -6.89 eV

Structure (XYZ):
```
20
C5H12FIN (ωB97M-V/def2-TZVPD)
C 0.227 0.394 -1.302
C -0.549 2.264 0.400
C -0.660 -2.831 -0.008
C -0.198 0.759 0.122
C -1.257 -0.097 0.697
N 1.058 0.631 0.899
F -1.321 -0.225 2.009
I -3.051 0.179 -0.125
H -0.509 0.453 -2.127
H 1.098 0.906 -1.579
H 0.436 -0.570 -1.156
H -0.888 2.496 1.460
H -1.448 2.555 -0.239
H 0.333 2.930 0.334
H 0.370 -3.110 0.084
H -1.197 -3.463 0.672
H -1.019 -2.975 -0.950
H 0.939 0.603 1.883
H 1.815 -0.077 0.530
H -0.873 -1.610 0.282
```

=====

no.,calculated total energy (Ha)
1,-2117.2163
2,-1520.7543
3,-1259.1741
4,-2364.7603
5,-649.6178